--- w ---
# C3H10O3

A cluster of 3 separate species, C3H10O3 in total (wB97M-V/def2-TZVPD, the Open Molecules 2025 dataset).

Each line ends with the natural charge from an NBO analysis.
Cartesian coordinates (Å):
O 0.2252 -1.1416 -1.0950  -0.711
O 2.4471 -0.6885 0.4900  -0.981
O 1.4227 1.9112 0.1889  -0.963
C -0.6335 -0.7554 -0.1184  0.120
C -1.7314 -0.0388 -0.3558  -0.308
C -2.6966 0.3363 0.7267  -0.629
H -3.6942 -0.0565 0.5324  0.212
H 0.5298 1.5422 -0.0044  0.497
H -2.7952 1.4250 0.7962  0.207
H -1.9324 0.2406 -1.3847  0.205
H 3.4092 -0.7918 0.4081  0.478
H 2.3158 0.2759 0.4505  0.504
H -0.3632 -1.0523 0.8935  0.168
H -2.3542 0.0220 1.7117  0.211
H 1.6765 2.3894 -0.5979  0.480
H 1.1082 -1.2021 -0.7099  0.509

Output
LUMO	0.0228	hartree
frontier orbital gap	9.21	eV
spin multiplicity	1
HOMO level	-8.592	eV

--- x ---
# C3H10O3

A cluster of 3 separate species, C3H10O3 in total (wB97M-V/def2-TZVPD, the Open Molecules 2025 dataset).

Each line ends with the natural charge from an NBO analysis.
Cartesian coordinates (Å):
O 0.5801 -1.7002 1.4830  -0.469
O -1.0101 -0.3721 -1.1114  -0.755
O -0.6103 -0.8991 1.5296  -0.517
C 0.1272 1.7432 -0.2101  -0.215
C 0.2963 1.7360 1.1302  -0.586
C -0.0624 -1.1180 -1.8478  -0.250
H 0.4256 -2.3279 2.2014  0.465
H -1.0808 -0.7634 -0.1977  0.493
H 0.0879 -0.6096 -2.8004  0.174
H -0.4284 -2.1314 -2.0466  0.166
H 1.2939 1.6976 1.5478  0.221
H -0.7797 2.1090 -0.6643  0.208
H 0.9524 1.5388 -0.8751  0.196
H -0.4500 2.1873 1.7720  0.217
H 0.8861 -1.1941 -1.3101  0.166
H -0.2278 0.1038 1.3996  0.486

Output
LUMO	0.0327	hartree
frontier orbital gap	10.40	eV
spin multiplicity	1
HOMO level	-9.512	eV

--- y ---
# C3H10O3

A cluster of 2 separate species, C3H10O3 in total (wB97M-V/def2-TZVPD, the Open Molecules 2025 dataset).

Each line ends with the natural charge from an NBO analysis.
Cartesian coordinates (Å):
O 2.2213 -1.6251 -1.5158  -0.943
O -0.3573 2.8916 0.2065  -0.718
O -1.1093 -1.9533 1.0818  -0.731
C -0.4319 -0.9145 0.3310  -0.038
C -0.7388 0.5561 0.6971  -0.460
C -0.1016 1.5689 -0.2360  -0.058
H -1.7922 0.5665 0.8265  0.200
H -1.3435 3.0401 0.3328  0.461
H -0.2615 0.7501 1.6733  0.201
H 1.0233 1.6304 -0.2498  0.191
H 0.5616 -1.0393 0.4730  0.168
H -1.5123 -1.6599 1.8537  0.463
H 2.5931 -2.3502 -1.0484  0.471
H 2.3557 -1.8034 -2.4709  0.474
H -0.7512 -1.0382 -0.6919  0.165
H -0.3554 1.3802 -1.2632  0.157

Output
LUMO	0.0277	hartree
frontier orbital gap	10.97	eV
spin multiplicity	1
HOMO level	-10.213	eV

Energy comparison, zero being the most stable, in eV: w 0.000; x 4.365; y 0.941.

--- w ---
# C3H10O3

A cluster of 2 separate species, C3H10O3 in total (wB97M-V/def2-TZVPD, the Open Molecules 2025 dataset).

Each line ends with the natural charge from an NBO analysis.
Cartesian coordinates (Å):
O -0.2893 -1.4666 1.5020  -0.781
O -1.7681 1.1897 -1.2637  -0.745
O 2.4545 1.8367 0.4545  -0.919
C 0.3568 -1.6504 0.1890  -0.049
C -1.3836 0.0093 -0.5782  -0.056
C 0.0772 -0.3293 -0.5355  -0.471
H 0.1148 -0.9784 2.2142  0.478
H -1.6935 2.0372 -0.8035  0.475
H 0.4979 0.5056 0.0204  0.229
H 2.7514 1.6796 -0.4629  0.464
H 3.0024 1.1197 0.7949  0.460
H -2.0302 -0.7858 -0.9676  0.170
H -1.8613 0.1207 0.4040  0.176
H 0.4032 -0.4105 -1.5847  0.205
H -0.0817 -2.5622 -0.2071  0.192
H 1.3925 -1.8052 0.4765  0.174

Output
LUMO	0.0196	hartree
frontier orbital gap	10.47	eV
spin multiplicity	1
HOMO level	-9.932	eV

--- x ---
# C3H10O3

A cluster of 5 separate species, C3H10O3 in total (wB97M-V/def2-TZVPD, the Open Molecules 2025 dataset).

Each line ends with the natural charge from an NBO analysis.
Cartesian coordinates (Å):
O 1.8815 1.0120 1.1779  -0.971
O 0.9921 -0.9811 -0.4676  -0.558
O 0.8969 0.7947 -2.2483  -0.849
C 0.0376 -1.5611 0.0504  0.302
C -1.0564 -0.9210 0.7086  0.014
C -0.9799 0.5979 0.8722  -0.692
H -0.0662 -2.6111 0.1735  0.135
H 2.7474 1.4304 1.3728  0.478
H 0.6548 -0.0038 -1.6128  0.457
H -2.1442 0.0637 -1.7113  -0.127
H -1.9312 1.0637 1.0805  0.233
H -0.5065 0.8884 -0.0760  0.266
H -0.6573 0.8275 -2.6099  0.340
H -1.6502 -1.6834 1.2107  0.206
H 2.0120 0.3604 0.4841  0.492
H -0.2306 0.7227 1.5950  0.272

Output
LUMO	-0.1353	hartree
frontier orbital gap	5.19	eV
spin multiplicity	1
HOMO level	-8.872	eV

Energy comparison, zero being the most stable, in eV: w 0.000; x 8.288.

--- w ---
# C3H10O3

A cluster of 4 separate species, C3H10O3 in total (wB97M-V/def2-TZVPD, the Open Molecules 2025 dataset).

Each line ends with the natural charge from an NBO analysis.
Cartesian coordinates (Å):
O 0.9802 -1.2995 0.3429  -0.592
O -1.3115 -0.9795 2.5355  -0.943
O 1.1334 1.0846 1.8054  -0.820
C -1.0949 0.6685 -1.0672  -0.720
C 0.6895 -1.3117 -0.9195  0.231
C -0.2519 -0.5140 -1.6197  -0.057
H -0.9731 0.7432 0.0333  0.247
H 0.0577 -0.5752 -2.7553  0.220
H 1.0240 -2.1000 -1.6339  0.153
H -1.1713 -0.0447 2.2714  0.467
H -2.2312 0.7369 -1.3564  0.249
H 1.3389 0.6123 0.7793  0.333
H -0.3884 1.6028 -1.3288  0.269
H -0.7502 -1.4132 1.8635  0.477
H 1.5552 1.9134 1.3261  0.460
H 1.3936 0.8762 -0.2765  0.025

Output
LUMO	-0.1403	hartree
frontier orbital gap	5.07	eV
spin multiplicity	1
HOMO level	-8.889	eV

--- x ---
# C3H10O3

A cluster of 3 separate species, C3H10O3 in total (wB97M-V/def2-TZVPD, the Open Molecules 2025 dataset).

Each line ends with the natural charge from an NBO analysis.
Cartesian coordinates (Å):
O -1.8450 -1.8308 -0.6668  -0.957
O -3.4030 0.1791 0.9223  -0.960
O 1.6584 -0.1997 1.5499  -0.686
C 1.7134 -0.5354 -0.7953  -0.576
C 1.1178 1.6799 0.2470  -0.668
C 1.4637 0.2342 0.2638  0.347
H 2.2819 -0.9333 1.5199  0.479
H -1.8099 -2.0816 -1.5949  0.473
H 1.9305 2.2223 0.7369  0.230
H 1.9973 -1.5610 -0.6237  0.205
H 0.1860 1.8868 0.7753  0.236
H -3.5681 0.9062 0.3199  0.463
H -1.0185 -1.3479 -0.5205  0.486
H -3.2646 -0.6207 0.3984  0.493
H 1.5347 -0.0622 -1.7660  0.217
H 1.0254 2.0641 -0.7662  0.218

Output
LUMO	0.0237	hartree
frontier orbital gap	9.98	eV
spin multiplicity	1
HOMO level	-9.337	eV

Energy comparison, zero being the most stable, in eV: w 7.818; x 0.000.

--- w ---
# C4H9N2O

A cluster of 2 separate species, C4H9N2O in total (wB97M-V/def2-TZVPD, the Open Molecules 2025 dataset).

Each line ends with the natural charge from an NBO analysis.
Cartesian coordinates (Å):
O -1.5213 -1.5555 -0.1692  -0.725
N 1.1612 -0.8705 -0.8114  -0.505
N -1.7451 0.7802 -0.1709  -0.606
C -1.0728 -0.3938 0.3889  0.337
C 0.2444 -0.0098 -0.0684  0.044
C 1.5933 -0.3404 0.4366  -0.225
C -0.3644 1.3700 -0.4533  -0.225
H 1.7745 -0.6220 -1.6413  0.475
H 0.9612 -1.8850 -0.7163  0.467
H -2.4747 -1.4235 -0.5425  0.527
H -2.1844 1.2121 0.6329  0.385
H -0.1265 2.1789 0.2164  0.226
H 2.3654 0.3747 0.4945  0.250
H 1.4342 -0.8250 1.3163  0.250
H -0.3066 1.8157 -1.4090  0.233
H -1.2215 -0.3855 2.0067  0.093

Output
LUMO	-0.1301	hartree
frontier orbital gap	10.28	eV
spin multiplicity	1
HOMO level	-13.819	eV
charge	+1

--- x ---
# C4H9N2O

The ion C4H9N2O with charge +1 (wB97M-V/def2-TZVPD, the Open Molecules 2025 dataset).

Each line ends with the natural charge from an NBO analysis.
Cartesian coordinates (Å):
O 0.3161 -0.2455 0.3282  -0.190
N 1.2661 0.5050 -0.3212  -0.345
N 2.9333 -0.1757 1.2113  -0.608
C -1.5963 0.8269 -0.8857  -0.754
C -0.9262 -0.1893 -0.0295  0.684
C 2.6347 0.3135 0.1408  0.260
C -1.6975 -1.2818 0.5954  -0.718
H -1.6178 0.6323 -2.0179  0.319
H -2.6675 0.8235 -0.6415  0.285
H -1.4352 -1.6285 1.6248  0.296
H 1.0267 1.4331 -0.7065  0.402
H 3.3330 0.7563 -0.6104  0.184
H -1.6003 -2.1609 0.0080  0.291
H -2.7028 -0.9521 0.6146  0.248
H -1.1307 1.7632 -0.7140  0.259
H 3.8644 -0.4198 1.4035  0.388

Output
LUMO	-0.1953	hartree
frontier orbital gap	8.85	eV
spin multiplicity	1
HOMO level	-14.166	eV
charge	+1

Energy comparison, zero being the most stable, in eV: w 1.134; x 0.000.